[1]
{
  "formula": "C12H24O12",
  "method": "wB97M-V/def2-TZVPD",
  "smiles": "COC(=O)OC.COC(=O)OC.COC(=O)OC.COC(=O)OC",
  "homo_lumo_gap_ha": 0.4009,
  "lumo_energy_ha": 0.0242,
  "elements": ["C", "O", "C", "O", "O", "C", "H", "H", "H", "H", "H", "H", "C", "O", "C", "O", "O", "C", "H", "H", "H", "H", "H", "H", "C", "O", "C", "O", "O", "C", "H", "H", "H", "H", "H", "H", "C", "O", "C", "O", "O", "C", "H", "H", "H", "H", "H", "H"],
  "xyz": [[0.0852, -3.4528, 2.8451], [-0.5268, -3.3358, 4.1361], [-1.6188, -2.6268, 4.3711], [-2.0208, -1.9038, 3.4931], [-2.0738, -2.7448, 5.6451], [-3.2718, -1.8948, 5.9711], [-0.7148, -3.7638, 2.3331], [0.9232, -3.8908, 2.8191], [0.6432, -2.5658, 2.5201], [-3.0728, -0.8088, 6.1061], [-3.7388, -2.2678, 6.9131], [-3.8338, -2.0938, 4.9881], [-2.5318, 4.2052, -1.7539], [-1.8438, 4.4092, -0.5949], [-2.4618, 5.0072, 0.3791], [-3.5818, 5.4382, 0.3391], [-1.5968, 5.2662, 1.4171], [-2.0728, 5.9402, 2.6031], [-1.6308, 3.9082, -2.5129], [-2.9468, 5.1062, -2.2729], [-3.1718, 3.3102, -1.6139], [-1.3918, 6.2672, 3.4241], [-2.8298, 5.4022, 2.8551], [-2.5328, 6.7972, 2.3071], [1.3972, -3.3558, -5.4499], [2.3692, -3.2818, -4.3439], [3.4282, -2.5558, -4.4579], [3.7192, -1.8898, -5.4509], [4.1902, -2.5778, -3.2749], [5.5612, -2.0848, -3.3509], [1.2682, -2.3578, -5.8379], [0.3532, -3.7428, -5.0419], [1.8112, -3.8608, -6.1269], [6.2722, -2.8098, -3.4589], [5.6452, -1.6408, -2.4189], [5.6952, -1.3608, -4.2039], [0.3922, -2.0538, -1.2739], [0.6122, -0.7148, -1.2939], [0.4422, 0.1012, -0.2019], [0.2902, -0.3458, 0.9191], [0.6752, 1.4092, -0.5589], [0.6412, 2.4072, 0.5331], [-0.6298, -2.3598, -0.6599], [1.1902, -2.2578, -0.7659], [0.4052, -2.5618, -2.2399], [1.2812, 3.0722, 0.0121], [1.0852, 2.0462, 1.3331], [-0.2838, 3.0692, 0.8941]],
  "forces_ev_per_a": [[-3.5432, 5.8963, 1.8850], [1.5029, -1.4578, 2.9724], [0.8590, 1.2125, -1.2093], [-1.4494, 0.3070, 0.5066], [0.1615, 0.6698, 0.0527], [-0.0457, -1.0241, -2.1710], [-2.0074, -1.1593, -3.3720], [5.4916, -5.6814, 1.0256], [-1.7846, 1.3770, -0.2655], [0.4106, -0.8545, -0.3758], [0.5189, -0.1556, -1.0689], [-0.1618, 0.8827, 2.0135], [1.6524, -1.5568, -4.3906], [1.9954, 0.2011, 1.7642], [-0.2032, 2.6012, 2.1222], [-0.4504, -0.3768, 0.1318], [1.4591, -0.8692, -0.8066], [3.4808, 1.5128, -1.6038], [-2.2867, 0.3049, 1.6309], [-0.2406, -0.7388, 1.1452], [-0.1340, 0.9016, -0.5537], [0.2789, -1.2791, -1.1656], [-4.4882, -3.5819, 2.8169], [-1.0956, 2.8842, -1.1192], [-3.9308, 4.1922, 6.4169], [-1.8184, -1.3275, 0.9781], [2.5770, 2.3054, -0.8429], [-0.2140, -1.1329, 1.5643], [-0.9597, -0.6912, -2.1715], [-2.6694, 2.1626, -2.0592], [-0.2111, 0.4041, 0.0054], [2.6350, 0.5733, -0.7184], [2.8776, -4.6374, -5.4758], [1.4442, -2.4561, -0.3077], [0.6194, 1.1862, 1.6096], [-0.3869, -0.5671, 1.0251], [-6.0053, -1.2910, 0.5964], [-1.0832, 5.6164, -1.3475], [1.0124, -1.1187, 0.3355], [-0.2417, 0.9993, -1.2463], [-1.8839, -1.7770, 0.9259], [-2.4887, 2.4484, -3.4219], [2.5777, 0.7428, -1.5267], [4.3591, -3.5038, 3.2854], [-0.0916, 0.7862, -0.1383], [0.6633, 1.2941, 0.2459], [2.0944, -1.9465, 3.7965], [1.2041, -2.2777, -1.4938]]
}

=====

[2]
{
  "formula": "C12H24O2",
  "method": "wB97M-V/def2-TZVPD",
  "smiles": "CCCCCCCCCCCC(=O)O",
  "homo_lumo_gap_ha": 0.4156,
  "lumo_energy_ha": 0.0293,
  "elements": ["C", "C", "C", "C", "C", "C", "C", "C", "C", "C", "C", "C", "O", "O", "H", "H", "H", "H", "H", "H", "H", "H", "H", "H", "H", "H", "H", "H", "H", "H", "H", "H", "H", "H", "H", "H", "H", "H"],
  "xyz": [[-6.1054, -2.0971, 0.1553], [-6.0707, -0.8373, -0.7020], [-4.6996, -0.1606, -0.7195], [-4.2970, 0.4121, 0.6387], [-3.0538, 1.2998, 0.5721], [-1.7833, 0.5356, 0.2061], [-0.5460, 1.4281, 0.2712], [0.7259, 0.6748, -0.1122], [1.9614, 1.5691, -0.0278], [3.2351, 0.8899, -0.5270], [3.6640, -0.2863, 0.3459], [5.0431, -0.7778, -0.0075], [5.8431, -0.2146, -0.7030], [5.3049, -1.9610, 0.5710], [-7.0735, -2.5858, 0.0699], [-5.9373, -1.8607, 1.2026], [-5.3384, -2.7980, -0.1678], [-6.8182, -0.1294, -0.3359], [-6.3416, -1.1013, -1.7273], [-3.9535, -0.8849, -1.0509], [-4.7219, 0.6528, -1.4494], [-4.1125, -0.4013, 1.3425], [-5.1279, 1.0067, 1.0271], [-3.2173, 2.0975, -0.1567], [-2.9092, 1.7713, 1.5477], [-1.8749, 0.1304, -0.8029], [-1.6585, -0.3050, 0.8931], [-0.6797, 2.2782, -0.4021], [-0.4387, 1.8246, 1.2838], [0.6256, 0.2949, -1.1317], [0.8419, -0.1826, 0.5534], [1.7879, 2.4632, -0.6308], [2.1033, 1.8932, 1.0059], [4.0493, 1.6166, -0.5446], [3.0877, 0.5417, -1.5509], [3.6908, 0.0136, 1.3973], [2.9755, -1.1277, 0.2638], [6.2017, -2.2551, 0.3462]],
  "forces_ev_per_a": [[-0.1050, 0.2012, -0.1133], [0.2158, -0.1157, -0.0593], [-0.2611, 0.0410, 0.2198], [0.1210, 0.1704, -0.2612], [-0.0270, -0.3694, 0.0957], [-0.0393, 0.4881, 0.0838], [0.0048, -0.5004, -0.1269], [-0.0025, 0.4957, 0.1732], [0.0224, -0.3554, -0.2346], [0.0339, 0.0967, 0.2678], [0.0210, 0.1819, -0.2723], [0.0968, 0.0407, -0.0771], [0.0637, 0.1230, -0.1080], [-0.0605, -0.5354, 0.3453], [-0.0561, -0.1055, 0.0563], [0.0247, -0.0527, 0.1375], [0.0853, -0.1197, 0.0032], [-0.0490, 0.0492, -0.0648], [-0.0796, 0.0516, 0.0044], [0.0654, -0.0088, -0.1063], [0.0908, 0.0221, -0.0634], [-0.0478, -0.0193, 0.1137], [-0.0752, -0.0518, 0.0693], [-0.0080, 0.0981, 0.0011], [0.0299, 0.0909, -0.0088], [0.0171, -0.1130, -0.0396], [0.0003, -0.1130, -0.0049], [0.0073, 0.0975, 0.0109], [-0.0066, 0.0903, 0.0371], [0.0080, -0.1019, -0.0545], [-0.0108, -0.1236, -0.0166], [-0.0123, 0.0720, 0.0469], [0.0011, 0.0949, 0.0567], [0.0023, -0.0549, -0.0879], [0.0534, 0.0347, -0.0661], [-0.0268, -0.0730, 0.0536], [0.0038, -0.0138, 0.1014], [-0.1012, 0.2872, -0.1125]]
}

=====

[3]
{
  "formula": "C12H25AlO14S",
  "method": "wB97M-V/def2-TZVPD",
  "homo_lumo_gap_ha": 0.1454,
  "lumo_energy_ha": -0.1747,
  "elements": ["Al", "S", "O", "O", "O", "O", "C", "C", "C", "O", "H", "H", "H", "H", "H", "H", "H", "C", "O", "C", "O", "O", "C", "H", "H", "H", "H", "H", "H", "C", "O", "C", "O", "O", "C", "H", "H", "H", "H", "H", "H", "C", "O", "C", "O", "O", "C", "H", "H", "H", "H", "H", "H"],
  "xyz": [[-1.2222, 0.1353, 0.1453], [-3.4030, -1.0592, -1.6048], [-3.7824, 0.2249, -0.9081], [-2.1185, -0.7702, -2.3245], [-2.9646, -1.8625, -0.4006], [-4.4309, -1.6354, -2.4247], [3.1370, 0.0576, 2.9865], [1.7453, 0.6923, 2.7708], [1.5724, 2.0640, 3.4537], [1.2957, 0.5995, 1.4940], [3.1654, -1.0339, 2.9784], [3.3313, 0.0845, 4.0652], [3.9032, 0.6057, 2.4442], [1.1832, 0.0761, 3.4987], [1.6862, 2.1808, 4.5304], [0.5375, 2.3139, 3.2151], [2.3169, 2.7324, 3.0138], [-4.3162, -2.3783, 2.0662], [-3.5941, -2.5165, 3.3040], [-2.3830, -2.0362, 3.4137], [-1.7035, -1.5070, 2.5495], [-2.0360, -1.9851, 4.7008], [-0.7085, -1.7986, 5.1176], [-5.3831, -2.4305, 2.2732], [-4.0974, -3.2048, 1.3954], [-4.1200, -1.4540, 1.5321], [0.0788, -2.4069, 4.6738], [-0.5748, -1.8307, 6.1983], [-0.3829, -0.7621, 4.9652], [-1.1352, 1.2229, -4.0609], [-0.3239, 2.3630, -3.8376], [0.2267, 2.6061, -2.6366], [0.0284, 1.9543, -1.6328], [0.7322, 3.8089, -2.6248], [1.0308, 4.5452, -3.8016], [-1.3440, 1.1108, -5.1218], [-2.0939, 1.3936, -3.5706], [-0.7367, 0.3120, -3.6246], [0.1626, 4.9453, -4.3289], [1.5989, 3.9910, -4.5455], [1.5529, 5.4598, -3.5279], [3.4790, 0.3009, -1.2087], [3.1134, -0.7208, -2.1353], [1.8359, -1.0475, -2.2574], [0.9189, -0.7153, -1.5564], [1.8308, -2.0564, -3.1443], [0.6844, -2.8910, -3.1379], [3.1068, 0.0336, -0.2200], [2.9468, 1.1779, -1.5831], [4.5425, 0.5156, -1.1990], [-0.1615, -2.4592, -3.6739], [0.2476, -3.1017, -2.1589], [1.0247, -3.8441, -3.5347]],
  "forces_ev_per_a": [[-0.6759, -1.6941, -1.8021], [2.2150, 0.5339, 1.1523], [0.2317, 1.3044, 0.1910], [-0.0399, 0.0897, 0.4169], [0.8014, -0.4475, 0.1217], [-0.0761, 0.0444, 0.2799], [-0.0122, -0.2899, 1.0211], [-0.7498, -0.5598, 2.0615], [0.2107, 0.3002, -1.2632], [-0.6863, -0.0129, -0.6593], [-0.0677, 0.0003, -1.4872], [0.0918, 1.0741, 0.0364], [0.1854, -0.4212, -0.1192], [-0.5472, -0.6490, -0.5302], [0.1333, -0.8218, 0.0802], [0.1768, 0.6707, -0.1073], [-0.4542, 0.4540, -0.1775], [-0.3903, -0.2235, -0.6767], [-0.1330, -0.1978, 0.3514], [0.4302, 1.9463, -0.3673], [0.0412, -0.3720, -0.3737], [-0.5354, -1.4339, 0.8728], [1.5351, 1.7552, 0.0807], [0.1320, 0.0280, 0.5484], [0.3446, 0.0523, 0.0743], [0.3296, 0.0342, 0.2587], [-0.5551, -0.4570, -0.3602], [-0.9092, -0.7892, 0.0740], [-0.2437, 0.0645, -0.6173], [-1.0180, -0.5375, 0.6633], [1.3975, 0.3236, -0.2468], [-3.1997, -0.3467, -0.8626], [0.4959, -0.1019, 0.1473], [1.4280, 0.8327, 0.7962], [-0.2246, 0.7800, -1.0489], [0.4750, 0.2175, -0.0667], [0.0309, -0.0855, 0.0632], [0.2383, 0.1235, -0.1086], [-0.4769, -0.5577, 0.2874], [0.1510, -0.2329, 0.2946], [0.3820, -0.3911, 0.4934], [-1.4970, 0.7145, -0.1232], [1.0068, 0.1853, -0.4078], [0.9386, -2.0680, 0.6455], [-0.5212, 0.6145, 0.1786], [-0.3531, 0.7029, 0.2488], [-1.0272, -0.5679, 0.0911], [0.0727, 0.1582, 0.0466], [0.1689, 0.3620, 0.6125], [0.0660, -0.5829, -0.3497], [0.2778, -0.0027, -0.4086], [0.5599, 0.3299, 0.3240], [-0.1542, 0.1476, -0.3496]]
}

=====

[4]
{
  "formula": "C12H25BN5O3",
  "method": "wB97M-V/def2-TZVPD",
  "total_charge": 1,
  "smiles": "CCB(O)N1NC(NCCC(=O)O)=[N+]=C1CCCCCN",
  "homo_lumo_gap_ha": 0.3263,
  "lumo_energy_ha": -0.1085,
  "elements": ["C", "C", "B", "O", "N", "N", "C", "N", "C", "C", "C", "O", "O", "N", "C", "C", "C", "C", "C", "C", "N", "H", "H", "H", "H", "H", "H", "H", "H", "H", "H", "H", "H", "H", "H", "H", "H", "H", "H", "H", "H", "H", "H", "H", "H", "H"],
  "xyz": [[-0.9475, 1.8747, -3.8668], [-2.3052, 1.8151, -3.1195], [-2.1972, 1.7769, -1.5765], [-2.4760, 2.8718, -0.8344], [-1.9032, 0.5217, -0.7620], [-2.7188, 0.2015, 0.3141], [-2.2280, -0.9119, 0.8782], [-2.7186, -1.5117, 1.9569], [-2.0785, -2.6790, 2.5527], [-1.0813, -2.3050, 3.6507], [0.1197, -1.5960, 3.0767], [1.0121, -2.1268, 2.4872], [0.0541, -0.2629, 3.2596], [-1.1449, -1.3237, 0.2130], [-0.9694, -0.4483, -0.7587], [0.1645, -0.4961, -1.7121], [1.4641, -1.0153, -1.0467], [2.6721, -0.1056, -1.3047], [3.6480, -0.1047, -0.1234], [3.1831, 0.8025, 1.0071], [3.1285, 2.2020, 0.5750], [-0.5838, 0.8815, -4.1163], [-0.1904, 2.3985, -3.2823], [-1.0673, 2.4396, -4.7883], [-2.9048, 0.9826, -3.4921], [-2.8583, 2.7270, -3.3504], [-2.2052, 2.8071, 0.0911], [-3.5182, 0.7526, 0.5802], [-3.5193, -1.1201, 2.4238], [-1.5920, -3.2504, 1.7656], [-2.8654, -3.2994, 2.9775], [-0.7347, -3.2002, 4.1618], [-1.5787, -1.6605, 4.3749], [0.8786, 0.1063, 2.9000], [-0.1321, -1.1619, -2.5251], [0.3365, 0.5003, -2.1126], [1.6712, -2.0263, -1.3905], [1.3086, -1.0933, 0.0301], [2.3236, 0.9203, -1.4333], [3.1858, -0.4131, -2.2144], [4.6363, 0.2157, -0.4596], [3.7570, -1.1161, 0.2745], [2.1655, 0.5060, 1.2952], [3.8139, 0.6441, 1.8881], [2.9780, 2.8121, 1.3684], [4.0175, 2.4683, 0.1672]],
  "forces_ev_per_a": [[-0.1909, 0.1493, 0.0117], [0.1490, 0.0570, -0.1065], [-0.0776, 0.0303, 0.0740], [0.1397, -0.2547, 0.1727], [-0.1777, -0.1325, 0.1479], [-0.0945, 0.1958, 0.2491], [0.1141, -0.0454, 0.1179], [-0.1873, 0.0515, -0.1286], [0.1081, -0.3262, 0.1827], [-0.1770, 0.2331, 0.0230], [-0.2839, -0.0499, 0.0740], [0.3717, -0.2032, -0.1319], [0.0765, 0.2548, 0.0095], [-0.0268, -0.1109, 0.1220], [0.1007, 0.1328, -0.3773], [0.3028, -0.2133, 0.1659], [-0.0243, 0.1724, 0.1074], [-0.0602, -0.0710, 0.1744], [-0.1245, -0.0679, -0.0315], [-0.0532, 0.0730, 0.0470], [-0.0386, -0.1225, 0.0099], [0.0700, 0.0254, -0.0116], [0.0794, -0.0225, -0.0187], [0.0118, -0.1050, -0.0770], [0.0284, -0.0594, -0.0261], [-0.0411, 0.0050, 0.0353], [-0.1053, 0.1992, -0.0453], [-0.0193, 0.0735, -0.1671], [0.0095, 0.0553, -0.0167], [0.0240, 0.0370, -0.0380], [-0.0073, -0.0031, -0.0231], [0.0030, -0.0938, -0.0815], [0.0543, -0.0210, 0.0749], [-0.0591, 0.0114, 0.0206], [-0.0270, 0.1238, -0.1460], [-0.0999, -0.0512, -0.1248], [0.0024, -0.0624, 0.0298], [-0.0620, -0.0548, -0.0058], [0.0841, 0.0664, -0.1545], [-0.0143, 0.0784, -0.0891], [0.0436, 0.0248, 0.0426], [0.0771, -0.0383, -0.0549], [0.0133, -0.0100, -0.0129], [0.0657, -0.0179, -0.0236], [0.0003, 0.0463, -0.0227], [0.0226, 0.0402, 0.0229]]
}